Entry 1:
Entry from OMol25: a 2-piece molecular cluster, C31H31NO5 overall at a distorted geometry (ωB97M-V with the def2-TZVPD basis set).

Net charge   0
LUMO energy   -1.859 eV
E   -44376.6529 eV
HOMO-LUMO gap   4.73 eV

Last column: Mulliken charge in e.
Element x y z (Å)
1 O -0.6763 1.8713 1.1932  -0.761
2 O 0.1594 -2.5578 2.4051  -0.188
3 O -1.5463 -2.0985 0.9543  -0.811
4 O 2.0604 -0.8621 1.5438  -0.768
5 O 1.4872 0.9034 2.8329  -0.377
6 N -0.3958 -2.9141 -1.9478  0.296
7 C 1.1901 -0.1632 2.0750  -0.122
8 C -5.1135 0.2348 3.1089  -0.355
9 C -4.0403 -0.3232 3.8192  -0.826
10 C 0.6202 -0.9069 -1.7322  1.538
11 C 1.5027 0.0811 -1.3360  -0.016
12 C -3.5657 1.3538 1.6064  -0.498
13 C 2.2890 5.0741 -4.0530  -1.463
14 C -1.1852 -2.0112 -2.6633  -0.256
15 C -3.0483 -1.0549 -3.8173  -0.518
16 C -2.7364 -0.1271 3.3503  -0.077
17 C -4.8776 1.1067 2.0265  -0.539
18 C 0.6906 -2.3013 -1.4237  -0.246
19 C -0.2467 -0.3320 1.9007  1.898
20 C 0.8435 -4.7942 2.9658  -1.095
21 C 2.4032 3.6480 -1.9727  -0.913
22 C 1.7008 1.3846 -3.4639  -0.278
23 C -1.0960 0.8281 1.7165  -0.243
24 C -0.5844 -0.7386 -2.5460  0.305
25 C -2.4939 0.2302 -3.6583  -0.988
26 C 1.7424 -3.0127 -0.7020  -1.437
27 C -2.4208 -2.1858 -3.2706  -0.921
28 C -0.3215 -3.9196 2.5827  -0.316
29 C 1.9381 2.5952 -4.0999  -0.713
30 C 1.7944 1.2832 -2.0465  -0.258
31 C -0.6553 -1.7129 1.7101  0.039
32 C 2.2219 3.7496 -3.3602  1.206
33 C 2.9122 1.2033 2.9228  -0.137
34 C 2.2220 2.4339 -1.3238  -0.445
35 C 2.9494 2.6674 3.2434  -1.269
36 C -1.2696 0.3823 -2.9891  -0.183
37 C -2.4990 0.6690 2.2224  0.550
38 H -0.5951 -3.9034 -1.8526  0.282
39 H 1.4602 0.4952 -4.0519  0.455
40 H 3.9748 3.0394 3.2761  0.406
41 H 3.3550 0.6040 3.7269  0.362
42 H 2.6218 -2.3645 -0.6652  0.284
43 H -3.0174 1.1073 -4.0514  0.401
44 H 1.6446 -4.7432 2.2219  0.257
45 H -0.7847 -4.2593 1.6444  0.262
46 H 1.4439 -3.2557 0.3289  0.045
47 H 2.4678 2.8603 4.2124  0.340
48 H 2.0444 -0.0900 -0.4131  0.690
49 H 0.5011 -5.8356 3.0427  0.378
50 H -5.7142 1.5812 1.4978  0.357
51 H 2.6895 4.5381 -1.4075  0.308
52 H 2.4079 3.2356 2.4805  0.250
53 H 1.9032 2.6586 -5.1906  0.379
54 H 2.6883 5.8322 -3.3734  0.351
55 H -1.0439 -3.9193 3.4111  0.381
56 H 2.9269 5.0127 -4.9443  0.361
57 H -6.1343 -0.0068 3.4071  0.368
58 H 1.2506 -4.4959 3.9450  0.271
59 H -4.1907 -0.9483 4.7056  0.356
60 H -2.8430 -3.1915 -3.3119  0.412
61 H -3.3372 2.0362 0.7784  0.404
62 H -3.9832 -1.1731 -4.3745  0.375
63 H -0.8238 1.3546 -2.7761  0.597
64 H -1.8787 -0.6038 3.8497  0.430
65 H 2.3461 2.3268 -0.2417  0.343
66 H 3.3725 0.9815 1.9561  0.237
67 H 2.0009 -3.9504 -1.2144  0.542
68 H 1.2916 5.3932 -4.3892  0.301

=====

Entry 2:
Entry from OMol25: C31H32BN5O3Ti as an isolated structure at a distorted geometry (ωB97M-V with the def2-TZVPD basis set).

Net charge   0
LUMO energy   -1.009 eV
E   -70052.4861 eV
HOMO-LUMO gap   6.99 eV

Last column: Mulliken charge in e.
Element x y z (Å)
1 Ti -0.0381 -0.7976 0.4288  -2.306
2 O 3.6991 -2.1560 0.0886  -0.631
3 O -1.9836 -0.7297 3.7888  -0.616
4 O -0.5366 0.6094 -0.3584  2.783
5 N -1.3618 -2.0070 -0.3487  -0.311
6 N -0.4874 1.9213 2.0013  0.266
7 N -0.2180 -0.6841 2.3075  0.823
8 N 0.8512 -3.6575 -1.1531  -0.269
9 N 1.5006 -1.8981 0.7384  0.995
10 C -1.1709 -1.8617 -1.5016  0.151
11 C -1.3924 1.3373 2.7863  0.278
12 C 0.6895 -1.7963 4.3156  -0.931
13 C -3.1542 1.8580 -1.1451  0.431
14 C -1.7548 2.3362 -1.4895  0.456
15 C 2.2360 0.3594 -1.8365  -0.922
16 C -3.5509 0.5667 -1.8596  -1.283
17 C -0.4883 4.0681 -2.6195  -1.260
18 C 0.6900 2.3038 -1.4707  0.769
19 C 1.6853 -2.5884 4.8590  -0.858
20 C -1.6871 3.4975 -2.2477  -1.438
21 C 0.6887 3.4619 -2.2318  -1.121
22 C -3.3827 1.7027 0.3560  -1.302
23 C 2.5005 -2.2849 -0.1121  -0.484
24 C 2.7881 -3.1647 -2.4722  -0.663
25 C -2.2861 3.4354 3.4902  -0.478
26 C 1.1411 -4.6935 -3.2756  -0.500
27 C -1.3566 4.0466 2.6627  -1.015
28 C -2.3127 2.0535 3.5478  -0.652
29 C 2.6261 -3.1862 4.0376  -0.854
30 C 2.6023 -2.9800 2.6681  -0.736
31 C -0.5442 1.7221 -1.0912  0.464
32 C -0.4960 3.2407 1.9277  0.084
33 C 1.6377 -2.1484 2.1073  0.767
34 C 0.6491 -1.5765 2.9418  0.569
35 C 2.0043 -3.0142 -1.3312  0.808
36 C -1.2706 -0.1434 2.9914  -0.291
37 C 2.0319 1.6918 -1.1086  -0.019
38 C 0.4396 -4.4811 -2.0987  -0.289
39 C 2.2326 1.4976 0.3967  -1.829
40 C 2.3327 -4.0132 -3.4666  -0.529
41 B -0.9674 -1.5149 -2.9856  0.035
42 H 1.4699 0.8116 0.8085  0.830
43 H 0.7675 -5.3670 -4.0287  0.420
44 H -1.8847 -1.9349 -3.6146  -0.101
45 H 0.2330 3.6840 1.2617  0.285
46 H 3.2210 1.0787 0.5865  0.514
47 H -0.4732 4.9710 -3.2093  0.414
48 H -2.9587 4.0307 4.0888  0.437
49 H 3.1710 -0.1001 -1.5093  0.470
50 H -4.4389 1.5330 0.5524  0.512
51 H 2.8066 2.3853 -1.4615  0.863
52 H 1.6298 3.9047 -2.5187  0.460
53 H -4.6197 0.4038 -1.7353  0.519
54 H 1.7213 -2.7380 5.9275  0.412
55 H 1.3986 -0.3244 -1.6193  -0.158
56 H 0.0798 -1.9490 -3.3649  -0.091
57 H -3.0828 2.6070 0.8800  0.283
58 H -1.3056 5.1221 2.5882  0.441
59 H 3.3928 -3.8191 4.4560  0.408
60 H -2.8178 0.8513 0.7428  -0.024
61 H -0.4916 -4.9965 -1.9070  0.395
62 H -3.0146 1.5134 4.1628  0.517
63 H 2.2751 0.5095 -2.9153  0.427
64 H -3.3312 0.6239 -2.9216  0.338
65 H -2.6079 3.9678 -2.5585  0.459
66 H 3.7289 -2.6420 -2.5518  0.479
67 H 2.8999 -4.1612 -4.3724  0.445
68 H -3.0182 -0.2828 -1.4370  -0.030
69 H -0.0561 -1.3483 4.9531  0.496
70 H 3.3406 -3.4521 2.0375  0.511
71 H -0.9495 -0.3113 -2.9828  0.012
72 H 2.1606 2.4495 0.9168  0.323
73 H -3.8310 2.6491 -1.4932  0.642

=====

Entry 3:
Entry from OMol25: C31H32BrF9NO33S2 as an isolated structure at a distorted geometry (ωB97M-V with the def2-TZVPD basis set).

Net charge   -1
LUMO energy   1.309 eV
E   -217895.9719 eV
HOMO-LUMO gap   7.56 eV

Last column: Mulliken charge in e.
Element x y z (Å)
1 Br -4.6576 3.2581 -0.8919  -0.197
2 S 0.5089 6.3017 0.5333  1.184
3 S -1.7785 5.0509 1.3442  1.132
4 F -4.8690 -6.6056 1.9174  -0.333
5 F -6.4614 5.3592 -6.9801  -0.290
6 F 2.3497 -4.1235 -6.0460  -0.283
7 F -1.0255 -0.4218 2.4168  -0.263
8 F 2.4192 -0.1659 0.8139  -0.297
9 F -1.8588 -4.7169 2.4823  -0.242
10 F 10.9156 -0.3736 -1.5422  -0.276
11 F 7.5405 3.5893 0.7332  -0.294
12 F -5.8657 -0.1239 1.0314  -0.274
13 O -6.2958 3.7099 -5.4447  -0.324
14 O -4.5134 3.3905 1.8270  -0.583
15 O -0.5578 -1.7500 4.1759  -0.074
16 O 0.3946 0.0729 -1.9672  -0.336
17 O -3.7971 -0.2371 3.7828  -0.287
18 O -5.4154 -1.4343 2.8294  -0.317
19 O -1.6662 5.4743 2.7245  -0.662
20 O 2.0839 -3.4914 -2.6657  -0.248
21 O 3.4484 4.2462 -0.8758  -0.431
22 O 0.7340 7.2924 1.5617  -0.677
23 O 8.7191 -0.0392 -1.9553  -0.272
24 O -4.6234 4.4995 -4.1952  -0.246
25 O -1.5502 3.6313 1.1183  -0.435
26 O -4.2821 -2.2757 4.5918  -0.592
27 O -5.3938 2.4201 -3.8158  -0.481
28 O -1.3912 1.1301 -1.0894  -0.456
29 O 1.0656 6.6655 -0.7544  -0.705
30 O -1.9778 -5.8700 5.7366  -0.357
31 O 3.7457 -4.7980 -1.8823  -0.500
32 O 6.8200 0.3035 -3.1248  -0.515
33 O 1.1002 -0.6010 5.1229  -0.404
34 O -0.9273 -7.8491 5.5018  -0.529
35 O -4.3706 -8.0605 -2.2467  -0.499
36 O -4.3124 -5.9655 -1.4180  -0.325
37 O 8.6327 -0.6006 -4.1124  -0.324
38 O 2.1198 4.5361 3.2693  -0.582
39 O 3.1972 -4.8224 -4.0725  -0.324
40 O 0.5872 -2.6577 5.8924  -0.541
41 O 0.3338 0.4772 0.2307  -0.042
42 O -1.3806 -6.5604 3.7007  -0.346
43 O 5.3447 3.9123 0.3064  -0.329
44 O 5.2796 3.3667 -1.8595  -0.355
45 O -4.4952 -7.6961 -0.0190  -0.363
46 N -1.0430 5.9488 0.2741  -0.511
47 C -6.2644 5.1053 -5.6611  0.315
48 C 9.8376 -0.8761 -2.1870  0.303
49 C 1.3511 -0.4763 0.0303  0.309
50 C 2.0318 -4.4102 -4.7617  0.294
51 C 0.6747 0.1630 3.9821  0.064
52 C 1.6185 -3.1798 -3.9867  -0.472
53 C 1.4301 4.8398 1.0134  -0.302
54 C -4.1381 -6.5814 0.7716  0.507
55 C 3.0802 -4.4081 -2.7790  0.592
56 C 9.9856 -0.7991 -3.6914  -0.428
57 C -4.4746 -1.3992 3.8096  0.612
58 C -2.2989 -5.5016 3.5073  0.298
59 C -4.8681 5.4726 -5.2091  -0.404
60 C 4.5723 3.8845 -0.8207  0.676
61 C -5.4284 3.4362 -4.4200  0.613
62 C 0.4025 -1.7567 5.1424  0.459
63 C -0.7024 -0.4109 3.7325  0.171
64 C -4.5196 -5.4158 -0.1121  -0.391
65 C -3.5168 5.3214 0.8899  -0.887
66 C -2.2618 -4.7879 4.8345  0.368
67 C -4.2099 0.4988 2.6123  0.032
68 C 7.9422 -0.0730 -3.0758  0.672
69 C -4.3929 -7.3152 -1.3276  0.596
70 C 1.6596 -0.3212 -1.4406  -0.005
71 C 1.2461 4.3734 2.4429  0.121
72 C -5.5713 -0.1023 2.3475  0.396
73 C -0.3363 0.6232 -0.9542  0.496
74 C -1.3801 -6.8569 5.0381  0.576
75 C 6.4656 3.0872 0.0734  0.365
76 C -4.2206 3.9976 0.8424  0.581
77 C 6.6271 3.1768 -1.4267  0.254
78 H 10.5899 0.0597 -3.9863  0.277
79 H 7.2284 4.0422 -1.7116  0.285
80 H -7.0653 5.5762 -5.0884  0.271
81 H -5.5698 -5.1488 0.0109  0.252
82 H -1.4543 -4.0569 4.8757  -0.174
83 H 0.9811 -1.4633 0.3164  0.275
84 H 0.3078 3.8904 2.7494  0.391
85 H -3.9025 -4.5355 0.0452  0.255
86 H 1.2563 4.0052 0.3321  0.182
87 H -1.5037 0.0699 4.2900  0.281
88 H 1.3486 -0.0245 3.1457  0.033
89 H 10.3986 -1.7018 -4.1325  0.266
90 H 2.1243 -2.2843 -4.3507  0.312
91 H 2.3907 0.4688 -1.6187  0.260
92 H -6.3876 0.3831 2.8844  0.275
93 H -4.7928 6.4783 -4.8051  0.257
94 H -3.2714 -5.9101 3.2444  0.233
95 H 0.5452 -3.0101 -3.9864  0.329
96 H -4.1446 5.3510 -6.0166  0.277
97 H -4.2391 1.5642 2.8119  0.169
98 H -3.6003 5.8879 -0.0355  0.404
99 H 1.3016 -5.2210 -4.7501  0.282
100 H 2.0020 -1.2420 -1.9031  -0.150
101 H 2.4763 5.1313 0.9342  0.196
102 H -3.1986 -4.3010 5.0841  0.230
103 H 7.0491 2.2787 -1.8634  -0.446
104 H 6.2578 2.0835 0.4488  0.284
105 H 0.6672 1.2266 4.2033  0.196
106 H 9.6247 -1.8737 -1.7999  0.287
107 H -3.0759 -6.6314 1.0165  0.284
108 H -3.5147 0.3084 1.7939  0.021
109 H -4.0007 5.8946 1.6848  0.330

=====

What is the E in the first record?
-44376.6529 eV

=====

Look up the E of the third one.
-217895.9719 eV

=====

Which of these has the lowest E?
C31H32BrF9NO33S2

=====

Number 3 is which compound?
C31H32BrF9NO33S2